The following is a DFT calculation (ωB97M-V/def2-TZVPD) of C6H12 in the gas phase.

Element x y z (Å)
1 C -0.8279 0.2311 -1.8109
2 C -1.0533 1.0552 -0.5481
3 C -0.2408 0.7478 0.7081
4 C -0.6341 -0.3483 1.6600
5 C 0.7191 -0.3857 1.0078
6 C 1.1041 -1.5364 0.1043
7 H 0.1780 0.3749 -2.2189
8 H -0.9701 -0.8400 -1.6474
9 H -1.5505 0.5389 -2.5761
10 H -2.1154 0.9868 -0.2850
11 H -0.8851 2.1059 -0.8135
12 H 0.0582 1.6626 1.2159
13 H -1.3581 -1.0710 1.2831
14 H -0.7313 -0.1307 2.7203
15 H 1.5442 -0.0745 1.6478
16 H 1.6154 -2.3023 0.6987
17 H 1.7853 -1.2357 -0.6985
18 H 0.2349 -2.0159 -0.3532

Properties
E_LUMO	0.0444	Ha
E	-6415.688	eV
SMILES string	CC[C@H]1C[C@H]1C
net charge	0
energy above the lowest of the compared OMol25 structures with the same formula, charge and spin	120.9	kJ/mol

---

The following is a DFT calculation (ωB97M-V/def2-TZVPD) of 2 unconnected molecules or ions with the total composition C23H34Cl3INO6P2S.

Element x y z (Å)
1 C 2.1987 -2.4365 3.4309
2 C 1.9006 -2.8586 1.9812
3 C 0.5401 -2.3686 1.4615
4 C 0.3118 -0.8844 1.8159
5 N -0.8214 -0.2226 1.1627
6 C -1.8170 0.1263 1.9307
7 P -2.1995 -0.0510 3.7394
8 O -1.6267 -1.4822 4.2980
9 O -3.8344 -0.2127 3.7160
10 S -3.0936 0.9721 1.0550
11 C -1.7562 1.5341 -0.1761
12 C -2.6261 2.1751 -1.2870
13 C -2.0918 2.1451 -2.7149
14 O -2.7174 1.7782 -3.6776
15 C -1.0029 2.6099 0.7033
16 C -0.3767 3.7917 -0.0541
17 C -0.1154 4.8852 1.0437
18 O 0.9155 3.4883 -0.5696
19 C 1.2256 4.1754 -1.7794
20 C 2.0403 3.2978 -2.7240
21 C 1.4429 2.8387 -3.8817
22 C 2.1193 2.0603 -4.7911
23 C 3.4375 1.7164 -4.5550
24 C 4.0332 2.1883 -3.4063
25 C 3.3590 2.9660 -2.4998
26 C -1.0737 0.1411 -0.2477
27 C 0.0991 0.3028 -1.2748
28 C 1.3853 -0.4767 -1.0479
29 O 1.5991 -1.6197 -1.3066
30 Cl 2.7549 0.4854 -0.3498
31 P -1.9635 -1.4377 -0.9814
32 O -2.4968 -2.2841 0.3380
33 I -4.0366 -0.8697 -2.1323
34 H 3.1204 -2.8748 3.8242
35 H 2.3121 -1.3436 3.4860
36 H 1.3849 -2.7116 4.1199
37 H 2.7019 -2.4559 1.3459
38 H 1.9232 -3.9466 1.9203
39 H -0.2287 -2.9267 2.0271
40 H 0.3528 -2.6098 0.4112
41 H 0.2932 -0.8345 2.9056
42 H 1.2388 -0.3682 1.5200
43 H -2.3407 -2.1353 4.3717
44 H -4.0512 -1.0483 3.2637
45 H -3.6501 1.7937 -1.2235
46 H -2.7589 3.2386 -1.0338
47 H -1.0607 2.5442 -2.8698
48 H -0.2053 2.1890 1.3272
49 H -1.7481 3.0124 1.3933
50 H -1.0283 4.2963 -0.7778
51 H 0.1989 5.8364 0.6117
52 H 0.6861 4.4750 1.6742
53 H -0.9809 4.9792 1.7114
54 H 0.3583 4.5193 -2.3591
55 H 1.8476 5.0567 -1.5581
56 H 0.4118 3.0774 -4.1425
57 H 1.6423 1.7190 -5.7069
58 H 3.9733 1.0876 -5.2588
59 H 5.0654 1.8850 -3.2396
60 H 3.8856 3.2993 -1.6084
61 H -0.3012 -0.0476 -2.2423
62 H 0.3283 1.3628 -1.4401
63 H -2.4659 -3.2377 0.1224
64 Cl -2.2744 -5.5075 0.4191
65 C -1.5563 -6.9666 1.1659
66 C -0.1276 -6.7583 1.5891
67 Cl 0.9505 -6.5832 0.1828
68 H -1.6384 -7.7799 0.4494
69 H -2.1722 -7.2082 2.0306
70 H 0.2180 -7.6251 2.1504
71 H -0.0181 -5.8758 2.2183

Properties
E_LUMO	-0.1534	Ha
E	-113252.066	eV
net charge	+1

---

The following is a DFT calculation (ωB97M-V/def2-TZVPD) of 3 unconnected molecules or ions with the total composition CH6NO4.

Element x y z (Å)
1 N -0.5445 -1.3225 -1.8480
2 C -0.2232 -0.9385 -0.4828
3 O -0.5704 0.2089 -0.1356
4 O 0.2378 -1.8839 0.2112
5 H -1.3789 -0.8123 -2.0764
6 H -0.6609 -2.3237 -1.8767
7 H 0.9065 0.5157 2.0652
8 H 0.7552 -0.8800 1.6280
9 O 1.1083 -0.3739 2.3789
10 H -0.2192 2.0921 -0.4376
11 H 0.5372 2.7551 0.6921
12 O 0.0519 2.9628 -0.1184

Properties
E_LUMO	0.1515	Ha
E	-10817.358	eV
net charge	-1
energy above the lowest of the compared OMol25 structures with the same formula, charge and spin	10.2	kJ/mol

---

The following is a DFT calculation (ωB97M-V/def2-TZVPD) of C4H9BO in the gas phase.

Element x y z (Å)
1 B 1.1887 0.3130 0.1934
2 C -0.3771 0.3150 -0.2074
3 C 2.3979 -0.6979 0.0661
4 C -0.8424 0.6629 -1.6071
5 C -1.4812 0.2618 0.7862
6 O 1.1598 1.6195 0.2274
7 H 2.1785 -1.7515 -0.0594
8 H 2.9699 -0.7123 0.9183
9 H 3.0085 -0.4379 -0.7761
10 H -0.4849 1.5218 -2.0882
11 H -1.9261 0.7274 -1.6250
12 H -0.7744 -0.2343 -2.2900
13 H -1.0914 -0.2079 1.7549
14 H -1.7886 1.3243 0.9684
15 H -2.2663 -0.1319 0.2267

Properties
E_LUMO (spin up / spin down)	0.0249 / -0.0651	Ha
2S+1	3
E	-7014.317	eV
net charge	0
energy above the lowest of the compared OMol25 structures with the same formula, charge and spin	0.0	kJ/mol

---

The following is a DFT calculation (ωB97M-V/def2-TZVPD) of a molecular structure, C2H2OS.

Element x y z (Å)
1 C 0.4196 -0.6196 -0.0062
2 C 0.1915 0.7423 0.0252
3 O -0.9024 -1.0019 0.0595
4 S -1.5192 0.5672 0.0023
5 H 1.1996 -1.4310 -0.2892
6 H 0.6110 1.7430 0.2083

Properties
E_LUMO	0.0058	Ha
E	-14986.136	eV
net charge	0
energy above the lowest of the compared OMol25 structures with the same formula, charge and spin	152.0	kJ/mol

---

The following is a DFT calculation (ωB97M-V/def2-TZVPD) of C3H4Cl2OS in the gas phase.

Element x y z (Å)
1 C 1.2401 -0.1967 -0.5010
2 C 0.2990 -0.1936 0.7543
3 C -1.8172 0.5447 -0.0623
4 H 0.6596 -0.4801 -1.3965
5 H 0.8500 0.1430 1.6763
6 H -0.1301 -1.2259 0.8128
7 H -2.3718 1.4855 -0.0782
8 O -0.7585 0.7281 0.7079
9 S -2.2817 -0.7979 -0.8806
10 Cl 2.4651 -1.4583 -0.2558
11 Cl 1.8455 1.4512 -0.7769

Properties
E_LUMO	0.0008	Ha
E	-41102.716	eV
SMILES string	S=COCC(Cl)Cl
net charge	0
energy above the lowest of the compared OMol25 structures with the same formula, charge and spin	0.0	kJ/mol